Record 1
{
  "formula": "C2H8NO2",
  "method": "ωB97M-V with the def2-TZVPD basis set",
  "symbols": ["C", "N", "C", "O", "H", "H", "H", "H", "H", "H", "H", "H", "O"],
  "positions_angstrom": [[-0.974584, 1.512688, -0.602591], [-0.781602, 0.084772, -0.349361], [0.427332, -0.729266, -1.047789], [1.265967, -1.278288, -0.266059], [-0.624791, 1.758486, -1.627968], [-1.982590, 1.903471, -0.466468], [-0.268606, 2.082308, -0.007307], [-1.644942, -0.358527, -0.681771], [-0.144310, -1.308888, -1.821993], [0.976964, 0.085072, -1.744577], [1.089096, 0.311503, 2.034548], [0.051583, -0.351670, 1.319598], [0.150808, 0.144866, 2.185315]],
  "atomic_forces_ev_per_a": [[1.82, -0.31, -0.99], [-0.99, -0.73, -0.61], [0.03, 2.96, -2.01], [0.08, -0.89, 1.11], [-0.49, 0.06, -0.07], [-0.07, -0.30, 0.18], [-0.10, 0.20, 0.60], [0.51, -0.07, 0.20], [0.05, -0.60, 0.34], [-1.00, -0.44, 0.69], [0.20, 0.20, 0.52], [-0.77, 0.49, 0.66], [0.74, -0.56, -0.63]],
  "e_homo_ev": -2.84,
  "relative_energy_ev": 1.203,
  "multiplicity": 1,
  "gap_ev": 7.23,
  "e_lumo_ev": 4.39,
  "total_charge": -1
}

***

Record 2
{
  "formula": "C2H8NO2",
  "method": "ωB97M-V with the def2-TZVPD basis set",
  "symbols": ["C", "O", "C", "N", "H", "H", "H", "H", "H", "H", "H", "H", "O"],
  "positions_angstrom": [[0.343774, -0.314769, 1.010980], [-0.294985, 0.831985, 1.373601], [-0.498892, -1.201152, 0.080494], [-0.495162, -0.765119, -1.337766], [0.619147, -0.933352, 1.899772], [1.313897, -0.136683, 0.480119], [-1.527252, -1.118695, 0.441223], [-0.174543, -2.247727, 0.119636], [0.483714, -0.819152, -1.614739], [-0.699736, 0.234710, -1.333363], [0.911924, 2.184983, -0.904172], [-0.044941, 1.848148, 0.317099], [0.063049, 2.436822, -0.532890]],
  "atomic_forces_ev_per_a": [[-0.26, 0.02, 0.41], [0.24, 0.09, -0.13], [-0.11, 0.31, -0.26], [0.23, -0.12, 0.33], [0.01, -0.07, -0.04], [0.10, -0.03, -0.06], [0.01, -0.21, 0.06], [-0.02, -0.05, -0.03], [-0.10, 0.10, -0.20], [-0.01, -0.02, 0.05], [0.04, 0.01, 0.05], [-0.24, -0.40, 0.17], [0.11, 0.38, -0.34]],
  "e_homo_ev": -3.19,
  "relative_energy_ev": 0.056,
  "multiplicity": 1,
  "gap_ev": 7.76,
  "e_lumo_ev": 4.57,
  "total_charge": -1
}

***

Record 3
{
  "formula": "C2H8NOP",
  "method": "ωB97M-V with the def2-TZVPD basis set",
  "symbols": ["C", "C", "H", "H", "H", "H", "N", "P", "O", "H", "H", "H", "H"],
  "positions_angstrom": [[-3.017425, 0.232136, 0.134251], [-1.830454, -0.079509, -0.375653], [-3.176963, 1.147021, 0.605392], [-3.848780, -0.427721, 0.260076], [-1.513299, -1.087485, -0.790812], [-0.982374, 0.525145, -0.307861], [1.768414, -1.033769, -0.251698], [1.628871, 0.182484, 0.878610], [2.150056, 1.291653, -0.340216], [2.067917, -0.955239, -1.226825], [1.384698, -1.991222, 0.029266], [3.011036, -0.034053, 1.611144], [2.358307, 2.230556, -0.225668]],
  "atomic_forces_ev_per_a": [[0.95, -1.13, -0.33], [-0.53, -2.50, -0.25], [-0.05, 1.66, 0.55], [-0.26, -0.62, -0.47], [-1.03, 1.15, 0.46], [0.89, 1.45, 0.00], [-1.29, -3.15, 0.08], [2.73, 1.23, -0.67], [-0.28, -0.42, 0.60], [-0.02, 0.20, 0.92], [0.75, 2.11, -0.83], [-1.52, 0.57, -0.74], [-0.33, -0.55, 0.68]],
  "e_homo_ev": -8.44,
  "relative_energy_ev": 2.563,
  "multiplicity": 1,
  "smiles": "C=C.NPO",
  "gap_ev": 9.25,
  "e_lumo_ev": 0.81
}

***

Record 4
{
  "formula": "C2H8NOS",
  "method": "ωB97M-V with the def2-TZVPD basis set",
  "symbols": ["C", "S", "H", "H", "H", "N", "C", "O", "H", "H", "H", "H", "H"],
  "positions_angstrom": [[0.211534, 1.900594, 1.584350], [-0.575014, 0.132720, 1.424878], [-0.540165, 2.531611, 1.064228], [1.066241, 1.979102, 1.008165], [0.341543, 2.040393, 2.652201], [-0.919367, -0.835336, -1.686488], [0.511846, -0.901345, -1.935790], [1.315756, -0.570103, -0.802896], [-1.227309, -0.081486, -1.124977], [-1.198976, -1.652771, -1.228263], [0.669436, -0.197437, -2.881192], [1.027128, -1.885581, -1.935230], [0.631568, -0.444674, -0.015749]],
  "atomic_forces_ev_per_a": [[-3.29, -1.68, -0.06], [0.47, 1.19, 0.48], [0.41, 0.10, 0.97], [2.07, -0.10, -0.81], [0.07, 0.59, -0.16], [0.84, -1.03, -2.25], [0.88, 1.09, 0.00], [-0.88, 1.61, 1.08], [0.23, 1.03, 0.73], [-0.57, -1.26, 0.95], [0.40, -1.41, 1.86], [-1.73, -0.35, -2.12], [1.11, 0.22, -0.67]],
  "e_homo_ev": -2.90,
  "relative_energy_ev": 1.583,
  "multiplicity": 1,
  "gap_ev": 7.09,
  "e_lumo_ev": 4.19,
  "total_charge": -1
}

***

Record 5
{
  "formula": "C2H8NOS",
  "method": "ωB97M-V with the def2-TZVPD basis set",
  "symbols": ["C", "S", "H", "H", "H", "N", "C", "O", "H", "H", "H", "H", "H"],
  "positions_angstrom": [[-0.492960, -2.499692, -0.084574], [0.372516, -1.586739, 1.230658], [-1.056753, -3.369233, 0.299265], [-1.246997, -1.858945, -0.548039], [0.170892, -2.933137, -0.836689], [0.840275, 1.519358, -0.991218], [0.450346, 1.934912, 0.369505], [-0.754191, 1.345801, 0.829208], [0.102834, 1.889543, -1.583078], [0.673320, 0.512722, -0.983058], [1.235752, 1.665634, 1.054633], [0.277825, 3.011454, 0.365545], [-0.572862, 0.368319, 0.877841]],
  "atomic_forces_ev_per_a": [[-0.49, -0.53, 0.26], [0.08, 0.00, -0.09], [0.14, 0.26, 0.13], [0.12, -0.03, -0.31], [0.09, 0.32, -0.15], [-0.60, 0.17, 0.63], [-0.65, -0.38, -0.35], [0.03, 0.23, -0.49], [0.02, -0.05, -0.22], [0.40, -0.09, -0.10], [0.57, -0.02, 0.21], [0.18, 0.08, 0.08], [0.11, 0.04, 0.40]],
  "e_homo_ev": -2.75,
  "relative_energy_ev": 0.323,
  "multiplicity": 1,
  "gap_ev": 6.99,
  "e_lumo_ev": 4.24,
  "total_charge": -1
}

***

Record 6
{
  "formula": "C2H8NOS",
  "method": "ωB97M-V with the def2-TZVPD basis set",
  "symbols": ["C", "S", "H", "H", "H", "N", "C", "O", "H", "H", "H", "H", "H"],
  "positions_angstrom": [[-1.231962, 1.304169, -1.034925], [0.129025, 0.868739, -2.232341], [-1.234222, 0.424256, -0.354062], [-2.224516, 1.235859, -1.577666], [-1.030251, 2.255057, -0.434722], [1.211354, -0.105332, 1.450716], [0.437049, -1.222849, 0.864568], [0.719064, -1.586776, -0.532622], [2.006105, -0.085402, 0.854108], [0.898419, 0.875951, 1.567668], [-0.626907, -1.096938, 0.982440], [0.739997, -2.024001, 1.469547], [0.206845, -0.842732, -1.022710]],
  "atomic_forces_ev_per_a": [[0.03, -0.70, -0.11], [-0.47, 0.62, 0.13], [-0.35, 0.92, 0.11], [0.96, 0.72, 0.79], [-0.61, -1.15, -0.93], [-0.16, 0.30, 0.14], [0.16, 0.68, -1.26], [-1.35, 1.75, 2.07], [1.01, 0.38, -0.34], [-0.55, -1.30, -0.85], [-0.45, 0.31, 0.19], [0.31, -1.62, 0.47], [1.47, -0.91, -0.41]],
  "e_homo_ev": -2.61,
  "relative_energy_ev": 1.258,
  "multiplicity": 1,
  "gap_ev": 6.82,
  "e_lumo_ev": 4.21,
  "total_charge": -1
}

***

Record 7
{
  "formula": "C2H8NOS",
  "method": "ωB97M-V with the def2-TZVPD basis set",
  "symbols": ["C", "C", "S", "N", "H", "H", "H", "H", "H", "H", "H", "H", "O"],
  "positions_angstrom": [[0.639900, 0.171525, -1.883778], [0.445756, -0.755710, -0.684203], [0.426157, 0.413863, 0.755021], [-0.267412, 1.262697, -1.938249], [1.611139, 0.640889, -1.786512], [0.626138, -0.403014, -2.780315], [-0.463029, -1.439004, -0.882551], [1.287099, -1.422440, -0.512436], [-1.226088, 0.944328, -2.020185], [-0.220820, 1.678361, -1.027994], [-0.452233, -0.985798, 2.309131], [-1.908363, -0.765209, 2.006640], [-1.339303, -1.275463, 2.698691]],
  "atomic_forces_ev_per_a": [[0.79, -0.69, 0.62], [-0.79, 0.16, 0.30], [-0.20, -0.82, 0.47], [-1.08, 0.72, -1.32], [0.53, -0.18, -0.03], [-0.08, -0.41, -1.13], [0.88, 1.12, 0.65], [0.17, -0.11, -0.35], [-0.08, -0.19, -0.04], [-0.02, 0.43, 0.71], [-0.93, -0.16, 0.43], [1.43, -1.31, 1.88], [-0.63, 1.43, -2.19]],
  "e_homo_ev": -2.98,
  "relative_energy_ev": 0.399,
  "multiplicity": 1,
  "gap_ev": 7.25,
  "e_lumo_ev": 4.28,
  "total_charge": -1
}

***

Record 8
{
  "formula": "C2H8NOS",
  "method": "ωB97M-V with the def2-TZVPD basis set",
  "symbols": ["C", "C", "N", "O", "S", "H", "H", "H", "H", "H", "H", "H", "H"],
  "positions_angstrom": [[-1.328240, -0.181539, -0.821441], [-0.523866, 1.002991, -0.482063], [1.183141, -0.693335, 0.901721], [-0.381212, 1.374326, 0.758691], [0.313394, 1.877735, -1.703640], [-1.378950, -0.146001, -1.914832], [-0.731663, -0.957728, -0.443914], [-2.361049, -0.135959, -0.397166], [1.408970, -1.399462, 1.550024], [1.560629, 0.144024, 1.204231], [1.807656, -0.864653, 0.011554], [-0.688386, 0.789568, 1.580279], [0.782779, 2.893583, -0.909822]],
  "atomic_forces_ev_per_a": [[-1.03, 2.00, -1.42], [-0.04, 0.59, 2.05], [0.79, -1.45, -4.06], [-0.59, -0.11, 0.90], [-0.48, 0.09, 0.89], [-0.28, -0.76, 0.17], [0.47, -1.62, 0.49], [0.94, -0.05, -0.12], [0.51, -1.03, 0.85], [0.99, 1.96, 1.26], [-1.58, -0.06, 2.23], [0.47, 1.05, -3.03], [-0.17, -0.61, -0.19]],
  "e_homo_ev": -14.87,
  "relative_energy_ev": 1.690,
  "multiplicity": 1,
  "gap_ev": 9.68,
  "e_lumo_ev": -5.19,
  "total_charge": 1
}

***

Record 9
{
  "formula": "C2H8O2",
  "method": "ωB97M-V with the def2-TZVPD basis set",
  "symbols": ["C", "O", "H", "H", "H", "H", "C", "O", "H", "H", "H", "H"],
  "positions_angstrom": [[1.964400, 0.970532, -0.609651], [1.066019, 0.214340, -1.433431], [2.928909, 0.884587, -1.106344], [1.699873, 2.025868, -0.677452], [1.988840, 0.603417, 0.410614], [0.192526, 0.542145, -1.214830], [-2.004130, -0.961417, 0.675899], [-0.892146, -0.211696, 1.208640], [-2.843017, -0.276504, 0.775280], [-2.120978, -1.927635, 1.149776], [-1.859044, -1.071456, -0.403281], [-0.121252, -0.792183, 1.224780]],
  "atomic_forces_ev_per_a": [[-0.09, 0.00, -1.30], [0.11, 0.13, 0.37], [0.21, -0.16, 0.37], [-0.02, 0.09, 0.44], [0.08, 0.08, 0.20], [-0.31, -0.17, 0.01], [0.84, 1.28, -0.61], [-0.08, -0.50, 0.04], [-0.31, -0.44, 0.35], [-0.28, -0.06, 0.19], [-0.02, -0.39, 0.01], [-0.12, 0.13, -0.06]],
  "e_homo_ev": -10.40,
  "relative_energy_ev": 0.768,
  "multiplicity": 1,
  "smiles": "CO.CO",
  "gap_ev": 11.29,
  "e_lumo_ev": 0.90
}

***

Record 10
{
  "formula": "C2H8O2P2S",
  "method": "ωB97M-V with the def2-TZVPD basis set",
  "symbols": ["C", "C", "S", "O", "P", "O", "P", "H", "H", "H", "H", "H", "H", "H", "H"],
  "positions_angstrom": [[-1.417099, -1.353663, 0.116609], [-0.725430, 0.010311, 0.295593], [-1.804640, 1.280110, -0.289545], [-0.602894, 2.544473, -0.085729], [1.115222, 0.110496, -0.800575], [1.956655, -1.082719, -0.080540], [1.917532, 1.756086, 0.368485], [-2.068204, -1.486156, -0.772513], [-2.077442, -1.557271, 0.991059], [-0.626082, -2.230366, 0.222149], [-0.454827, 0.160227, 1.403285], [-0.970808, 2.810509, 0.845132], [1.976616, -2.011857, -0.327559], [2.294093, 2.480256, -0.883612], [3.273501, 1.077653, 0.147366]],
  "atomic_forces_ev_per_a": [[0.85, -1.79, 1.21], [1.81, -0.88, 0.12], [1.31, 0.77, -0.26], [-3.10, 0.00, 2.51], [-2.81, -0.53, 0.18], [0.62, -0.32, 1.16], [2.93, -0.03, -1.36], [0.82, 0.20, 0.24], [0.27, 0.29, -0.51], [-1.50, 1.75, -0.61], [-0.32, -0.16, -1.56], [1.67, -0.04, -2.38], [-0.43, 0.34, -0.53], [-0.74, -0.35, 1.18], [-1.36, 0.72, 0.62]],
  "e_homo_ev": -8.19,
  "relative_energy_ev": 1.825,
  "multiplicity": 1,
  "smiles": "C[C@H](SO)P(O)#[PH2]",
  "gap_ev": 8.49,
  "e_lumo_ev": 0.30
}

***

Record 11
{
  "formula": "C2H8O2Tl",
  "method": "ωB97M-V with the def2-TZVPD basis set",
  "symbols": ["Tl", "C", "O", "H", "H", "H", "H", "C", "O", "H", "H", "H", "H"],
  "positions_angstrom": [[-4.196666, -3.777299, -3.647750], [-7.509903, -3.632833, -4.638854], [-6.198055, -4.139778, -4.930993], [-8.239069, -4.343118, -4.080819], [-7.336784, -2.772351, -3.930550], [-7.924245, -3.014961, -5.413001], [-6.232288, -4.769635, -5.656329], [-6.658420, -2.985968, -1.259473], [-7.731960, -2.822115, -0.361040], [-5.662514, -3.088198, -0.839172], [-6.876489, -3.832332, -1.853934], [-6.693716, -2.019577, -1.867704], [-7.459060, -2.424020, 0.545595]],
  "atomic_forces_ev_per_a": [[1.13, -0.12, -0.41], [0.48, -2.05, 2.95], [-2.43, 1.57, 0.08], [1.37, 0.75, -1.38], [-0.27, 0.50, 0.15], [-0.19, 0.77, -1.49], [0.38, -1.31, -0.66], [-1.73, -1.42, 3.10], [2.36, 0.26, -0.66], [0.18, 0.79, 0.80], [-0.82, -0.64, -0.86], [-0.05, 0.96, -0.76], [-0.40, -0.08, -0.86]],
  "e_homo_ev": -24.93,
  "relative_energy_ev": 2.088,
  "multiplicity": 1,
  "gap_ev": 3.57,
  "e_lumo_ev": -21.37,
  "total_charge": 3
}

***

Record 12
{
  "formula": "C2H8O3",
  "method": "ωB97M-V with the def2-TZVPD basis set",
  "symbols": ["C", "C", "O", "H", "H", "H", "H", "O", "H", "H", "O", "H", "H"],
  "positions_angstrom": [[-1.629927, 1.939460, 1.363133], [-2.380712, 0.976637, 0.754438], [-2.157445, 0.141426, -0.309426], [-2.015115, 2.562151, 2.201007], [-0.625544, 2.133345, 1.030987], [-3.331801, 0.693106, 1.230546], [-1.302666, 0.107456, -0.490464], [0.351196, -1.006324, -0.618705], [0.160454, -1.798608, -1.053751], [1.325500, -1.058641, -0.668094], [3.529119, -1.368139, -1.254783], [3.796894, -2.226894, -1.581218], [4.280046, -1.094975, -0.603672]],
  "atomic_forces_ev_per_a": [[-0.87, -1.04, -0.80], [-0.38, 0.43, 1.58], [-5.83, 1.14, 2.20], [0.18, -0.93, -0.77], [0.24, 0.24, -0.18], [0.21, 0.46, -0.50], [6.41, -0.31, -1.50], [1.58, 1.39, 0.76], [-1.16, -1.99, -1.07], [-0.22, 0.61, 0.24], [1.78, 1.06, 1.93], [0.14, -0.28, -0.09], [-2.07, -0.78, -1.79]],
  "e_homo_ev": -8.62,
  "relative_energy_ev": 1.123,
  "multiplicity": 1,
  "smiles": "C=CO.O.O",
  "gap_ev": 8.96,
  "e_lumo_ev": 0.34
}